Record 1
A cluster of 2 separate species, C8H21NOSi in total in a non-equilibrium geometry. Source: OMol25; level of theory: ωB97M-V with the def2-TZVPD basis set.

Each line ends with the natural charge from an NBO analysis.
Element x y z (Å)
1 C 3.24988 -1.46577 1.30250  -0.592
2 C -2.74385 0.46600 -0.93708  -0.635
3 C -2.13415 -0.42437 1.26878  -0.623
4 C -1.22687 1.78939 0.54090  -0.620
5 C -1.37247 -2.84506 -2.27260  -0.017
6 C 2.08115 3.38563 -0.41571  -0.858
7 C 2.06878 -1.87260 0.28111  -0.194
8 C -1.60660 0.32548 -0.01378  -0.496
9 N 0.98292 -1.04179 0.34846  -1.087
10 O -0.83315 -2.02606 -1.46518  -0.820
11 Si -0.16741 -0.63765 -0.86752  1.559
12 H 3.45805 -0.29878 1.24669  0.193
13 H 2.90468 -1.68511 2.30788  0.192
14 H 4.08915 -1.98511 1.17452  0.201
15 H -3.25451 1.44873 -0.72045  0.212
16 H -2.51652 0.58536 -2.07527  0.217
17 H -3.50703 -0.43302 -0.86429  0.222
18 H -2.89873 0.26536 1.65735  0.212
19 H -1.43747 -0.43158 2.15160  0.200
20 H -2.30658 -1.50084 1.10095  0.220
21 H -2.14665 2.40552 0.64118  0.211
22 H -0.66128 1.79133 1.52786  0.210
23 H -0.46143 2.07662 -0.28672  0.215
24 H -2.22883 -2.54107 -2.82789  0.134
25 H -1.06023 -3.86338 -2.26529  0.140
26 H 1.28478 2.95335 -1.03576  0.216
27 H 2.56086 4.20158 -0.98919  0.214
28 H 1.57341 3.88126 0.49843  0.210
29 H 2.88560 2.76872 -0.01954  0.218
30 H 2.64410 -1.75643 -0.71667  0.180
31 H 1.90141 -2.98610 0.51135  0.168
32 H 0.87898 -0.54961 1.21339  0.396

Summary:
HOMO level (spin up / spin down) = -6.97 / -7.08 eV
orbital gap (spin up / spin down) = 6.546 / 7.901 eV
2S+1 = 1
charge = 0

***

Record 2
A cluster of 2 separate species, C8H21O5S2 in total in a non-equilibrium geometry. Source: OMol25; level of theory: ωB97M-V with the def2-TZVPD basis set.

Each line ends with the natural charge from an NBO analysis.
Element x y z (Å)
1 C 1.19277 -4.01185 -0.77214  -0.623
2 C 0.37032 -2.83090 -0.13907  -0.073
3 O -0.30520 -2.18947 -1.21779  -0.551
4 C -0.84168 -0.92520 -0.84491  -0.120
5 C -2.04216 -0.99289 0.14210  -0.117
6 O -3.30368 -1.24501 -0.52175  -0.518
7 C -3.31116 -2.52607 -1.08083  -0.177
8 S -4.91819 -3.41040 -0.81788  0.388
9 H 1.80531 -4.54597 -0.02402  0.228
10 H 0.43520 -4.68946 -1.23192  0.202
11 H 1.79389 -3.57769 -1.60093  0.230
12 H -0.36311 -3.23244 0.60940  0.141
13 H 1.03076 -2.13780 0.43691  0.188
14 H -0.01778 -0.28281 -0.45101  0.222
15 H -1.21610 -0.46145 -1.78925  0.210
16 H -1.90760 -1.71670 0.97497  0.191
17 H -2.14101 0.01624 0.60325  0.228
18 H -2.50927 -3.15212 -0.61603  0.235
19 H -3.05296 -2.45515 -2.16345  0.257
20 H -4.56528 -4.74369 -0.95590  0.226
21 H -5.14727 -3.29481 0.53975  0.227
22 O 1.02617 1.98199 1.88637  -0.939
23 S 0.98206 2.83376 0.72812  2.369
24 O 1.29621 2.33348 -0.58221  -0.937
25 O 1.85574 4.14964 1.01554  -0.713
26 C 3.23377 3.98854 1.38660  -0.079
27 C 4.10046 3.57092 0.21219  -0.642
28 C -0.59841 3.62218 0.65736  -0.881
29 H 3.32234 3.27954 2.21435  0.196
30 H 3.57215 4.95626 1.75618  0.204
31 H 3.82990 2.57791 -0.14720  0.222
32 H 5.15222 3.54814 0.49938  0.224
33 H 3.97299 4.26274 -0.62165  0.220
34 H -0.83608 4.03275 1.63574  0.258
35 H -1.32831 2.86438 0.37853  0.238
36 H -0.56700 4.40347 -0.09883  0.261

Summary:
HOMO level = -12.86 eV
orbital gap = 8.868 eV
2S+1 = 1
charge = +1

***

Record 3
A structure of composition C8H22AgN6O14 in a non-equilibrium geometry. Source: OMol25; level of theory: ωB97M-V with the def2-TZVPD basis set.

Each line ends with the natural charge from an NBO analysis.
Element x y z (Å)
1 Ag -0.12692 -0.82642 0.55461  1.428
2 N -3.02494 -0.30010 2.20369  0.722
3 O -3.72243 0.61537 1.70121  -0.541
4 O -2.24540 -0.96255 1.43963  -0.595
5 O -3.10717 -0.58857 3.38782  -0.437
6 N -1.78009 -0.63247 -2.58837  0.729
7 O -1.34132 -0.50882 -1.41346  -0.621
8 O -0.96685 -0.67759 -3.53645  -0.570
9 O -2.99199 -0.71824 -2.78549  -0.503
10 N 0.64139 0.83478 3.83416  0.718
11 O -0.09811 0.98207 4.80943  -0.505
12 O 1.83400 1.22743 3.87148  -0.587
13 O 0.21597 0.30380 2.77263  -0.595
14 N 0.60658 -3.76324 2.57215  0.722
15 O 0.42171 -2.71206 1.89608  -0.603
16 O 1.47617 -3.76602 3.46154  -0.523
17 O -0.05027 -4.79485 2.31185  -0.541
18 C 3.79866 -0.39547 -1.38659  -0.622
19 C 2.37874 -0.79583 -0.98231  -0.089
20 C 2.09171 -2.23241 -1.39564  -0.060
21 O 0.81709 -2.55014 -0.88767  -0.557
22 C 0.37016 -3.84967 -1.21243  -0.251
23 N 2.16667 -0.67240 0.47422  -0.788
24 H 3.99111 -0.43452 -2.45741  0.211
25 H 4.54800 -0.97653 -0.83498  0.199
26 H 3.98721 0.62541 -1.03206  0.204
27 H 1.71686 -0.11012 -1.51550  0.218
28 H 2.84339 -2.90300 -0.95136  0.162
29 H 2.08135 -2.24393 -2.49380  0.184
30 H -0.68784 -3.89747 -0.95976  0.221
31 H 0.85380 -4.57091 -0.53954  0.185
32 H 0.51328 -4.12068 -2.26129  0.159
33 H 2.71119 -1.36790 0.98276  0.400
34 H 2.52667 0.22646 0.78813  0.391
35 C -1.50443 2.73133 1.78866  -0.632
36 C -1.38438 2.08486 0.44576  -0.102
37 C -1.69608 3.06613 -0.68759  -0.068
38 O -1.49424 2.41439 -1.92117  -0.534
39 C -1.63293 3.25801 -3.02090  -0.240
40 N -0.00946 1.47002 0.23102  -0.816
41 H -0.81666 3.58935 1.84510  0.171
42 H -1.25011 2.05166 2.59699  0.278
43 H -2.51382 3.12178 1.92179  0.222
44 H -2.06926 1.25139 0.26946  0.279
45 H -1.05365 3.96500 -0.60642  0.136
46 H -2.74099 3.37787 -0.55098  0.180
47 H -0.80860 3.97960 -3.06318  0.147
48 H -2.59219 3.79714 -3.04164  0.155
49 H -1.67148 2.61661 -3.90306  0.206
50 H 0.13676 1.64398 -0.77150  0.383
51 H 0.65312 2.13744 0.64038  0.368

Summary:
HOMO level (spin up / spin down) = -2.83 / -2.82 eV
orbital gap (spin up / spin down) = 7.062 / 5.295 eV
⟨S²⟩ = 0.7530
2S+1 = 2
charge = -2

***

Record 4
A cluster of 3 separate species, C8H22ClNO9P2S2 in total in a non-equilibrium geometry. Source: OMol25; level of theory: ωB97M-V with the def2-TZVPD basis set.

Each line ends with the natural charge from an NBO analysis.
Element x y z (Å)
1 N -4.40393 0.26328 -0.34483  -1.305
2 P -3.30888 0.35364 -1.53727  1.224
3 C -1.77962 1.21979 -0.78074  -0.551
4 O -2.30940 2.26958 0.05831  -0.508
5 C -1.42031 3.34250 0.19613  0.644
6 O -0.24203 3.37260 -0.17009  -0.584
7 P -0.86603 -0.16084 0.17889  1.065
8 O -0.73277 0.40542 1.78964  -0.968
9 Cl 1.04013 -0.39982 -0.70644  -0.281
10 H -4.62247 -0.72750 -0.15753  0.376
11 H -2.96553 -0.98614 -1.93357  -0.003
12 H -3.82184 1.08017 -2.66506  -0.029
13 H -1.12723 1.57373 -1.64192  0.250
14 H -1.82898 4.26569 0.73609  0.161
15 H -1.67238 0.56145 2.05675  0.511
16 C 0.14452 -3.12344 3.81637  -0.643
17 C -0.72686 -4.35895 3.68038  -0.078
18 O -1.92587 -4.25308 4.45310  -0.718
19 S -3.09868 -3.28103 3.91744  2.365
20 C -4.36270 -3.80892 5.03823  -0.882
21 O -3.46386 -3.67927 2.58464  -0.929
22 O -2.75471 -1.92057 4.23595  -0.931
23 H -0.34100 -2.24796 3.38203  0.231
24 H 1.09887 -3.26532 3.30463  0.218
25 H 0.33339 -2.90005 4.86868  0.215
26 H -0.96399 -4.56246 2.63193  0.196
27 H -0.18049 -5.22546 4.06068  0.195
28 H -4.60827 -4.84886 4.83241  0.251
29 H -5.23489 -3.17618 4.87369  0.256
30 H -4.00255 -3.68551 6.05864  0.253
31 C 4.89514 1.52142 -5.56753  -0.641
32 C 5.29739 2.63966 -4.62328  -0.077
33 O 4.16685 3.20763 -3.95911  -0.718
34 S 3.46908 2.36165 -2.77103  2.363
35 C 2.42364 3.65004 -2.15770  -0.888
36 O 4.45792 2.05222 -1.77366  -0.928
37 O 2.63212 1.34533 -3.35474  -0.934
38 H 4.48881 0.66983 -5.01987  0.228
39 H 5.75624 1.17108 -6.14092  0.215
40 H 4.12056 1.86147 -6.25838  0.215
41 H 6.03663 2.29529 -3.89399  0.195
42 H 5.76347 3.44306 -5.19895  0.193
43 H 3.04320 4.44392 -1.74525  0.249
44 H 1.79287 3.22126 -1.37875  0.278
45 H 1.80446 4.01966 -2.97399  0.247

Summary:
HOMO level = -8.61 eV
orbital gap = 9.056 eV
2S+1 = 1
charge = 0

***

Record 5
A structure of composition C8H22CsN2O10S2 in a non-equilibrium geometry. Source: OMol25; level of theory: ωB97M-V with the def2-TZVPD basis set.

Each line ends with the Mulliken charge.
Element x y z (Å)
1 Cs 0.81806 -1.54287 -1.59353  1.218
2 S 0.66798 -4.41813 -3.75195  0.999
3 O -0.27597 -3.55674 -4.41015  -0.733
4 O 1.21374 -5.36040 -4.70136  -0.811
5 O 1.71877 -3.59051 -3.19909  -0.773
6 O 0.08522 -5.17223 -2.65424  -0.698
7 S 2.34790 -3.19631 1.20001  0.970
8 O 3.18150 -2.47477 0.23618  -0.727
9 O 2.71660 -2.90734 2.60854  -0.845
10 O 0.92219 -2.96563 1.03290  -0.712
11 O 2.71747 -4.58132 1.17716  -0.778
12 C 0.64748 1.67352 2.18836  -1.305
13 C 1.49578 0.60917 1.54560  1.419
14 C 2.51469 1.03141 0.38456  -1.144
15 O 1.76980 1.34688 -0.81743  -0.163
16 C 2.53713 1.63835 -1.95392  -0.936
17 N 2.27292 -0.01409 2.57096  -0.890
18 H 0.05228 1.20242 2.97060  0.298
19 H 0.02809 2.14793 1.42719  0.081
20 H 1.21820 2.37711 2.79443  0.405
21 H 0.92815 -0.13521 0.98721  -0.287
22 H 3.32823 0.32238 0.23119  0.522
23 H 2.98556 1.94321 0.75197  0.299
24 H 3.38382 0.95289 -1.99075  0.396
25 H 2.85150 2.68058 -2.00889  0.229
26 H 1.96085 1.36219 -2.83695  0.263
27 H 1.59931 -0.57947 3.06766  0.377
28 H 2.68015 -0.75359 2.01651  0.298
29 C -2.27626 -0.32918 1.68043  -1.264
30 C -2.79574 0.22594 0.33983  0.403
31 C -2.86747 1.75791 0.36955  -0.743
32 O -3.43592 2.24447 -0.86099  -0.349
33 C -3.75411 3.62766 -0.82909  -0.793
34 N -1.75367 -0.02582 -0.65073  -0.456
35 H -3.13407 -0.75893 2.19771  0.452
36 H -1.89939 0.43819 2.35659  0.170
37 H -1.57155 -1.15411 1.57559  0.293
38 H -3.71017 -0.30574 0.07673  0.422
39 H -1.94858 2.28893 0.61808  0.151
40 H -3.65741 1.90600 1.10587  0.439
41 H -4.31557 4.01920 0.01918  0.315
42 H -4.43608 3.76374 -1.66843  0.270
43 H -2.89357 4.28131 -0.97158  0.291
44 H -1.95289 -0.74096 -1.33555  0.252
45 H -1.96494 0.72195 -1.29594  0.174

Summary:
HOMO level = 2.36 eV
orbital gap = 2.588 eV
2S+1 = 1
charge = -3

***

Record 6
A structure of composition C8H22F4FeN4O10S4 in a non-equilibrium geometry. Source: OMol25; level of theory: ωB97M-V with the def2-TZVPD basis set.

Each line ends with the natural charge from an NBO analysis.
Element x y z (Å)
1 Fe -0.18992 0.09139 0.04003  1.540
2 N -2.03403 0.11631 1.17642  -1.312
3 S -3.63603 0.46510 0.75178  2.526
4 O -3.99268 1.80934 0.58970  -0.889
5 O -4.50664 -0.42587 1.44148  -0.898
6 F -3.40945 -0.02554 -0.67056  -0.470
7 S -1.70495 0.63020 2.66979  2.530
8 O -2.14746 1.95170 2.96182  -0.902
9 O -0.31376 0.34556 2.90930  -0.997
10 F -2.37248 -0.29603 3.68003  -0.457
11 N -0.35536 0.09956 -2.38346  -1.316
12 S 0.86198 0.88753 -3.04483  2.580
13 O 1.72753 1.10586 -1.94238  -0.980
14 O 0.55717 1.95672 -3.84143  -0.907
15 F 1.67682 -0.18259 -3.94089  -0.486
16 S -1.41607 -0.65563 -3.33942  2.513
17 O -2.31423 -1.37775 -2.43345  -0.934
18 O -0.87723 -1.22398 -4.49515  -0.879
19 F -2.34734 0.59807 -3.80677  -0.500
20 C 2.39057 3.11355 1.91036  -0.627
21 C 1.21753 2.45908 1.18802  -0.095
22 C 0.80730 3.11862 -0.09052  -0.061
23 O -0.27364 2.23921 -0.60407  -0.644
24 C -1.24602 2.87778 -1.53940  -0.262
25 N 1.42864 1.01442 0.98936  -0.924
26 H 2.68522 2.60006 2.86645  0.225
27 H 2.11418 4.15001 2.09754  0.226
28 H 3.33771 3.14976 1.35650  0.212
29 H 0.35757 2.44001 1.81705  0.217
30 H 1.62448 3.17158 -0.83325  0.214
31 H 0.34017 4.16868 0.07043  0.205
32 H -1.83744 2.06970 -1.95219  0.212
33 H -0.71141 3.37060 -2.36970  0.208
34 H -1.95357 3.56676 -1.01034  0.203
35 H 1.24868 0.61262 1.91476  0.431
36 H 2.33917 0.85938 0.58620  0.394
37 C -0.75973 -4.36837 -0.16121  -0.619
38 C -0.21126 -3.11388 0.56298  -0.059
39 C 1.29842 -3.15794 0.58365  -0.079
40 O 1.75248 -1.84332 0.83203  -0.562
41 C 3.15625 -1.99756 1.26249  -0.247
42 N -0.66359 -1.90084 -0.21588  -0.919
43 H -1.82253 -4.46144 -0.20425  0.232
44 H -0.35086 -5.26608 0.31798  0.220
45 H -0.37908 -4.25337 -1.18002  0.202
46 H -0.62294 -2.98118 1.55421  0.208
47 H 1.52152 -3.71222 -0.34130  0.176
48 H 1.70617 -3.79334 1.37916  0.185
49 H 3.70788 -2.53835 0.52888  0.186
50 H 3.25097 -2.48571 2.20539  0.183
51 H 3.60398 -1.01316 1.38270  0.189
52 H -0.60207 -2.19535 -1.17362  0.394
53 H -1.66064 -1.76961 -0.05234  0.412

Summary:
HOMO level (spin up / spin down) = -10.56 / -9.68 eV
orbital gap (spin up / spin down) = 10.745 / 9.862 eV
⟨S²⟩ = 6.0071
2S+1 = 5
charge = 0

***

Energy / hartree: -736.7614 -1489.6229 -1846.3875 -2989.1267 -1996.2832 -4545.3673